[1]
DFT (the ωB97M-V functional and the def2-TZVPD basis) results for one molecule with the formula C22H27NO2.

* relative energy (zero: lowest compared OMol25 entry of this formula, charge and spin): 18.4 kJ/mol
* E: -1059.79379 Ha
* E_HOMO: -8.6160 eV

XYZ file:
```
52
Properties=species:S:1:pos:R:3:forces:R:3:lowdin_charge:R:1
H -1.150411 -2.573627 1.519919 -0.194 0.226 0.035 0.110
C 0.980923 1.148917 1.331814 -0.075 0.100 0.111 -0.141
H -3.054427 1.035605 -2.709916 -0.076 -0.007 -0.078 0.108
N 0.533063 -0.415447 -1.410149 0.166 0.036 -0.313 -0.027
H -3.813389 -2.090258 -0.455921 -0.037 -0.060 0.021 0.116
C 3.702897 -2.089515 0.977742 -0.003 -0.009 0.005 -0.034
C 0.604497 3.517401 1.739846 -0.013 0.046 0.030 -0.083
H -1.748222 -1.122692 -2.997766 0.020 -0.099 0.013 0.113
C 4.954814 -1.972815 0.399191 0.107 -0.009 0.004 -0.087
C 1.283444 2.766980 -0.415782 0.008 0.036 -0.016 -0.044
H -3.910180 1.741829 -0.711995 0.075 0.032 0.073 0.112
H -0.389909 0.847932 -2.865680 -0.051 0.038 0.105 0.127
H -0.814249 1.114928 -1.167802 -0.036 0.003 -0.110 0.108
C 4.082315 -0.335448 -1.111467 -0.033 0.009 -0.020 -0.029
C -4.486744 -0.110055 0.162963 0.258 0.021 0.091 -0.192
C 0.940012 3.802564 0.427745 0.002 0.086 -0.034 -0.086
H 1.692487 -0.155178 2.827994 -0.054 -0.021 0.003 0.130
H -3.943369 -0.438334 -2.359338 -0.076 0.031 -0.089 0.108
O -2.463968 -0.763169 2.166978 -0.064 0.237 0.119 0.111
H 0.326049 4.308835 2.419856 -0.023 0.058 0.065 0.101
H 0.533264 -1.528103 0.369884 0.028 -0.121 0.217 0.090
C 1.687024 0.405422 -1.038709 0.046 0.016 -0.105 -0.246
C -1.815265 -0.576913 -2.053287 -0.034 0.281 -0.116 -0.184
H -0.020442 -0.325475 2.454520 0.081 -0.004 0.040 0.099
C -3.480750 0.742838 -0.612899 -0.229 -0.051 -0.127 -0.197
C -2.747969 -1.543267 1.298628 -0.006 -0.032 0.086 -0.538
C -3.131847 0.202474 -2.007667 0.144 -0.032 0.057 -0.197
H 0.371532 1.984513 3.196189 -0.025 -0.044 0.113 0.117
C 1.305589 1.437533 0.006128 0.016 0.227 -0.153 -0.130
H -4.767408 -2.061070 1.027086 0.060 -0.086 -0.034 0.132
H -4.693370 0.387000 1.112580 -0.095 -0.026 -0.013 0.114
H 3.554583 -2.778433 1.797982 -0.045 -0.063 0.073 0.110
H -5.421770 -0.173567 -0.397885 -0.033 0.001 0.034 0.113
H 2.052159 0.965195 -1.922104 -0.020 -0.054 0.250 0.137
H 6.118764 -0.990683 -1.106419 0.077 0.003 -0.035 0.100
H 5.778246 -2.567778 0.766427 0.063 -0.048 0.026 0.100
H 0.824978 -1.106120 -2.096329 0.009 0.034 0.067 0.138
H 1.249783 -2.317562 1.807178 0.022 -0.011 0.020 0.114
C 0.970200 -0.202203 2.004860 -0.059 -0.276 0.016 -0.116
C -0.600079 0.339811 -1.907339 -0.234 -0.144 0.001 -0.217
C 2.632181 -1.335622 0.521607 -0.090 -0.181 -0.030 -0.169
H 4.233646 0.354307 -1.930565 -0.019 0.070 -0.077 0.110
H -1.781511 -1.308605 -1.247370 0.034 -0.089 0.015 0.090
C 0.631901 2.208564 2.171137 -0.003 0.031 -0.044 -0.040
C 1.280418 -1.436981 1.158569 -0.051 0.048 0.257 -0.149
H 1.539931 2.991012 -1.442452 0.023 -0.019 -0.093 0.111
O -1.957271 -2.576725 0.978872 0.236 -0.552 -0.240 0.101
C 5.145730 -1.090906 -0.648466 0.127 -0.014 -0.018 -0.088
H 0.931566 4.819551 0.064577 -0.001 0.082 -0.032 0.100
C 2.825080 -0.449468 -0.537387 0.091 -0.039 -0.200 -0.126
H -2.574969 0.841231 -0.014019 0.071 0.121 0.066 0.101
C -3.999563 -1.528425 0.458466 -0.084 0.219 -0.033 -0.103
```
Positions in Å, forces in eV/Å.

[2]
DFT (the ωB97M-V functional and the def2-TZVPD basis) results for one molecule with the formula C22H27NO4.

* relative energy (zero: lowest compared OMol25 entry of this formula, charge and spin): 161.1 kJ/mol
* E: -1210.22636 Ha
* E_HOMO: -8.6475 eV

XYZ file:
```
54
Properties=species:S:1:pos:R:3:forces:R:3:lowdin_charge:R:1
H -3.448175 0.340629 1.187508 -0.039 -0.091 0.026 0.107
C 3.826341 -3.118149 0.022210 -0.025 0.567 -0.187 -0.380
C -2.697591 7.139141 -0.509147 -0.007 -0.144 0.060 -0.014
C 0.514998 -2.492590 1.667863 -0.197 0.031 -0.193 -0.128
C -2.045709 6.264576 -3.054125 0.030 0.029 -0.130 -0.076
C -2.443457 5.349720 -2.096352 -0.061 0.014 0.139 -0.039
H 2.474524 -1.451862 0.295426 0.015 0.037 -0.039 0.135
H -1.805142 5.926976 -4.051639 0.005 -0.023 -0.074 0.103
O -0.919622 -0.289627 0.362610 0.122 0.134 -0.089 -0.036
N 1.745944 -3.136611 1.266503 -0.025 -0.067 -0.011 -0.159
C -1.955911 7.610853 -2.738367 0.004 -0.007 -0.048 -0.083
H -0.339442 -2.679390 -0.323793 -0.039 0.047 0.101 0.148
C -3.238392 4.836980 0.235387 -0.105 0.009 0.122 -0.323
H -2.224573 9.097977 -1.221168 0.013 0.077 0.024 0.104
C 3.093237 -6.635154 0.733105 0.093 0.487 -0.007 -0.031
H 5.564218 -3.019883 -1.232910 0.120 0.001 -0.030 0.081
H 1.112091 -4.855938 0.176897 -0.035 -0.056 -0.005 0.136
C -0.695422 -2.632172 0.716674 0.407 0.549 0.013 -0.339
H 0.736354 -1.429661 1.784756 -0.029 0.003 0.066 0.124
H 2.622681 -7.145183 1.568931 -0.045 -0.094 0.086 0.081
H -2.968560 7.462683 0.484865 -0.040 0.022 0.075 0.118
C -3.364481 2.423370 0.757214 0.096 0.290 -0.133 0.000
C -1.316947 3.255219 -0.177041 -0.149 -0.043 0.097 -0.026
H -1.638184 8.320489 -3.488150 0.029 0.052 -0.056 0.102
H -1.903579 -1.289907 1.892526 -0.013 0.053 -0.047 0.144
H 4.690804 -1.484962 -1.082955 0.038 0.133 -0.020 0.081
C -0.782496 1.988904 -0.115905 0.039 -0.287 0.051 0.010
H 4.366791 -2.882774 0.955585 -0.101 -0.018 -0.118 0.153
H 0.229600 1.795031 -0.434984 0.122 -0.017 -0.031 0.118
H 4.041173 -2.790865 -2.090633 -0.055 0.006 -0.134 0.083
O -1.496957 -3.756214 1.013191 -0.173 -0.235 0.060 -0.019
C -2.763614 5.781085 -0.811144 -0.043 0.387 -0.178 -0.160
O -4.094561 5.160197 1.036202 0.116 -0.021 -0.112 0.100
H -4.369208 2.612833 1.104601 -0.072 0.015 0.041 0.122
H -0.710318 4.074452 -0.533370 0.044 0.026 -0.057 0.120
H 3.633754 -4.888806 1.896244 -0.115 -0.013 -0.117 0.154
H 1.183822 -5.012783 1.965352 -0.032 -0.048 0.006 0.136
C -2.284324 8.047570 -1.464975 -0.002 0.071 0.013 -0.075
H 4.115231 -6.986552 0.627417 0.088 -0.087 0.010 0.081
C -2.625237 3.489420 0.251031 -0.077 -0.385 0.210 -0.162
C -1.541054 0.916139 0.363938 0.054 0.320 -0.064 -0.252
C 4.581327 -2.561537 -1.176030 -0.196 -0.288 0.357 -0.032
C 3.092901 -5.130826 0.964734 -0.366 -0.411 0.222 -0.381
H 1.885471 -2.714063 -0.818379 0.027 0.045 -0.022 0.132
H -0.948482 -4.547596 0.981986 -0.063 0.080 -0.012 0.076
H 2.554298 -6.867703 -0.181601 -0.079 -0.064 -0.099 0.083
H -2.522512 -1.603869 0.248545 0.064 0.069 0.076 0.142
H 0.226076 -2.896326 2.644101 -0.104 0.088 -0.014 0.136
C -2.842183 1.146237 0.804947 0.106 -0.359 0.043 0.000
C 2.414540 -2.528832 0.132282 0.343 -0.217 0.129 -0.137
C 1.668012 -4.572747 1.090239 0.481 0.079 0.087 -0.148
C -1.618143 -1.417343 0.840714 -0.212 -0.597 0.065 -0.151
H -2.529158 4.302851 -2.349126 0.028 -0.064 -0.017 0.118
O 3.759242 -4.523403 -0.121788 0.011 -0.083 -0.134 -0.077
```
Positions in Å, forces in eV/Å.

[3]
DFT (the ωB97M-V functional and the def2-TZVPD basis) results for a 2-piece molecular cluster, C22H27NO5 overall in a non-equilibrium geometry.

* relative energy (zero: lowest compared OMol25 entry of this formula, charge and spin): 1908.9 kJ/mol
* E: -1284.80564 Ha
* E_HOMO: -8.2561 eV

XYZ file:
```
55
Properties=species:S:1:pos:R:3:forces:R:3:lowdin_charge:R:1
C -1.360756 -2.320619 0.488644 2.510 -3.304 0.260 -0.278
C -0.115350 -3.682357 -1.319017 -0.063 2.034 1.078 -0.095
H 4.949807 2.779593 -2.711853 -0.776 -0.448 -0.233 0.057
C 0.037412 3.743305 -0.657605 1.206 -0.741 -0.574 -0.172
H -3.435560 -2.032297 4.087198 0.987 1.192 0.748 0.152
O -0.321873 -5.600796 2.961898 -2.460 0.920 3.530 -0.115
H 4.427070 3.692993 -0.428596 -2.947 -1.261 -0.606 0.166
H 1.764884 5.473030 -0.110249 -0.421 -0.131 1.125 0.104
H 2.971198 2.569810 -3.092923 2.347 0.433 0.492 0.090
O 2.339052 3.648813 -0.767932 -3.485 1.822 1.167 -0.083
C 3.453261 3.114091 -0.891396 12.339 -5.950 -3.485 -0.345
C -0.679117 -2.622102 -2.220420 -4.161 -2.959 -4.635 -0.234
H 2.173728 1.065644 -1.546970 -3.295 0.950 0.538 0.173
C 3.894075 3.048753 -2.567350 -2.763 2.771 2.282 -0.046
H 3.651629 1.866501 -0.724698 -1.072 3.442 0.858 0.160
H -2.091058 -3.002496 -2.523766 3.635 0.902 1.002 0.207
H -0.332902 -2.500737 -3.305248 0.088 -0.722 1.761 0.131
C 0.796866 5.790380 -0.463130 -0.114 6.077 0.253 -0.231
C -1.352398 1.724305 -1.496645 6.653 2.190 1.801 0.059
H -2.704305 -2.331210 5.412703 -2.202 -1.431 9.377 0.010
C -1.061599 3.130788 -0.860044 -9.891 -6.194 -3.884 -0.009
O -2.118040 -3.324440 3.977914 3.510 -4.954 -1.219 -0.088
C -0.754615 -4.454037 2.319777 0.887 -3.167 -2.369 -0.166
H -1.940646 -1.285614 4.391283 2.348 1.740 -0.493 0.089
C -1.476979 -3.384282 2.804946 0.168 1.130 -4.527 -0.152
C 1.111970 1.632141 -1.317419 3.756 -3.325 -2.679 0.014
C 1.062983 6.125378 -1.974310 -8.549 -9.021 5.029 0.005
C -0.093112 -0.317252 -2.241128 6.536 -1.890 -4.735 -0.257
H 1.569583 6.816420 -2.197655 7.669 9.935 -2.179 -0.035
H 0.064948 -5.493111 0.784808 3.540 -5.509 -1.919 0.051
H -2.211769 -5.714690 4.200612 2.131 0.298 -0.194 0.102
C 1.295036 2.906958 -1.095975 -5.148 5.332 3.764 -0.197
C -0.650890 -3.435552 0.239086 3.117 -7.039 -8.203 -0.119
H 3.782882 4.188629 -2.676829 0.391 -1.557 -0.791 0.067
H -0.863419 -6.963018 4.682950 -0.188 3.723 -1.200 0.145
C -1.486039 -1.239230 -0.388829 -1.855 5.826 -1.420 -0.065
H 0.408643 6.781636 0.008031 1.562 -1.231 -0.507 0.153
C -1.058983 -5.748452 4.300479 0.385 -3.528 0.638 -0.048
H -2.643921 -1.035584 -0.455645 1.898 -0.425 -0.904 0.170
H -2.119556 -1.555169 2.023509 -3.246 5.337 2.666 0.061
H -1.191553 -0.214434 0.167624 -0.104 -2.363 -1.437 0.176
H -2.238749 1.201519 -1.698182 -1.439 0.177 -0.156 0.087
C -0.131938 1.048843 -1.688602 -2.404 0.107 0.533 -0.181
C -2.364050 -2.201360 4.570006 -4.588 3.758 -7.633 -0.117
O 0.896931 -0.576011 -3.219860 -5.412 1.445 4.723 -0.109
C -0.415271 -4.673238 0.834076 -5.391 10.790 7.307 0.119
H -0.258199 -4.675900 -1.810109 0.217 0.720 1.031 0.126
H -0.680120 -5.026834 5.108130 -0.484 -1.129 -1.489 0.097
H 1.426647 5.262779 -2.395143 0.697 -1.998 -1.531 0.048
H 0.927673 -3.375749 -1.165748 0.272 -0.706 -0.578 0.120
C -1.716685 -2.374524 1.733471 0.222 -3.793 5.074 0.049
N -0.747018 -1.361503 -1.720736 -1.684 3.038 3.891 -0.056
O -0.331096 5.011050 -0.153020 3.893 -1.766 -1.289 -0.027
H 0.093739 6.357459 -2.315736 -1.297 -0.011 -1.090 0.088
H -2.152449 3.541783 -0.894380 2.476 0.464 1.035 0.149
```
Positions in Å, forces in eV/Å.